1.
{"formula": "C23H9Cl2F7MoN2Se", "method": "ωB97M-V/def2-TZVPD", "relative_energy_kj_mol": 0.0, "charge": 0, "multiplicity": 3, "homo_lumo_gap_ev": [7.12, 7.33], "e_lumo_ev": [-0.823, -1.037], "symbols": ["F", "H", "H", "H", "C", "N", "Cl", "C", "H", "C", "C", "C", "H", "C", "C", "C", "C", "C", "C", "F", "Cl", "C", "C", "C", "C", "F", "Se", "C", "H", "H", "H", "F", "N", "F", "C", "C", "C", "Mo", "C", "C", "F", "C", "H", "F", "C"], "positions_angstrom": [[2.91579, -0.86112, 3.19763], [-3.54296, -4.03880, -0.57763], [-3.49939, 5.68365, -1.03084], [-2.18661, -5.00302, -2.45420], [-1.49023, 4.98546, -0.77872], [-0.90114, -1.98714, -0.48974], [-3.34069, 1.05607, 0.38212], [2.47959, 0.16903, -1.18195], [-1.02714, 5.92019, -1.06144], [1.78587, 1.52352, 5.63448], [-3.44578, 3.63882, -0.40025], [-0.60141, -3.59624, -2.20687], [-0.00385, -4.00181, -3.00453], [2.62096, 0.74422, 4.85242], [-0.11067, 0.53691, 4.55508], [3.28280, -1.45667, -2.79298], [-0.68691, 3.91521, -0.43063], [-2.58685, -3.62325, -0.85832], [3.42812, -0.28423, -2.07772], [3.94275, 0.84156, 4.99128], [1.03385, 4.09413, -0.46129], [2.07272, -0.13159, 3.93180], [1.12310, -1.77177, -1.71406], [2.12469, -2.17640, -2.59289], [0.70066, -0.26015, 3.76297], [2.29851, 2.36731, 6.52593], [-0.01835, -1.54069, 2.53683], [-1.82775, -4.15198, -1.89036], [-2.60661, -2.08521, 0.65203], [4.04105, -1.79848, -3.48149], [-4.51869, 3.51115, -0.38204], [1.99913, -3.32178, -3.29700], [-0.44143, 1.61465, 0.27828], [4.54491, 0.43491, -2.26961], [0.41427, 1.42050, 5.48295], [1.32602, -0.58023, -0.98882], [-2.87004, 4.84719, -0.76090], [-0.15134, -0.11072, 0.45275], [-1.23339, 2.68039, -0.05972], [-0.14082, -2.49574, -1.48690], [-1.43914, 0.47746, 4.43995], [-2.62711, 2.57859, -0.06129], [2.65259, 1.09782, -0.65460], [-0.39276, 2.17325, 6.23158], [-2.07875, -2.53644, -0.17885]], "forces_ev_per_a": [[-0.006, -0.010, -0.005], [-0.006, -0.008, -0.006], [0.000, 0.005, 0.000], [-0.014, -0.003, 0.010], [0.006, -0.027, 0.009], [0.150, 0.400, 0.142], [0.028, -0.021, -0.009], [0.014, -0.051, -0.040], [-0.004, 0.007, -0.001], [-0.012, -0.038, -0.043], [0.042, -0.003, 0.000], [0.031, 0.053, 0.063], [-0.024, -0.023, -0.007], [-0.068, 0.008, -0.006], [-0.013, 0.041, 0.035], [-0.050, 0.023, 0.044], [-0.057, 0.048, -0.005], [0.027, 0.038, 0.041], [0.051, 0.025, -0.016], [0.024, 0.009, 0.008], [0.008, -0.023, 0.008], [0.019, 0.022, 0.023], [0.048, -0.031, -0.039], [-0.007, 0.004, -0.008], [0.144, -0.025, -0.009], [0.005, 0.011, 0.003], [-0.241, 0.115, 0.040], [0.009, -0.039, -0.048], [-0.015, 0.015, -0.023], [-0.002, -0.009, -0.008], [-0.006, 0.006, -0.002], [0.001, -0.002, 0.002], [-0.137, -0.424, 0.039], [-0.004, -0.002, 0.001], [-0.008, -0.002, -0.021], [-0.106, 0.097, 0.045], [-0.020, 0.005, -0.001], [0.224, -0.144, -0.325], [0.186, 0.054, 0.096], [-0.044, -0.033, -0.007], [-0.006, -0.014, -0.003], [-0.128, 0.006, 0.016], [-0.019, 0.001, 0.010], [-0.001, 0.005, 0.002], [-0.022, -0.068, -0.009]]}


2.
{"formula": "C24H11Cl44NO2S2", "method": "ωB97M-V/def2-TZVPD", "charge": 0, "smiles": "O=[SH](=O)Cc1cccc2c1Sc1ccccc1N2.ClC(Cl)(Cl)Cl.ClC(Cl)(Cl)Cl.ClC(Cl)(Cl)Cl.ClC(Cl)(Cl)Cl.ClC(Cl)(Cl)Cl.ClC(Cl)(Cl)Cl.ClC(Cl)(Cl)Cl.ClC(Cl)(Cl)Cl.ClC(Cl)(Cl)Cl.ClC(Cl)(Cl)Cl.ClC(Cl)(Cl)Cl", "homo_lumo_gap_ev": 7.92, "e_lumo_ev": -0.276, "symbols": ["C", "Cl", "O", "C", "H", "C", "Cl", "C", "H", "Cl", "C", "H", "Cl", "Cl", "C", "Cl", "C", "Cl", "C", "Cl", "Cl", "Cl", "Cl", "Cl", "Cl", "H", "H", "Cl", "C", "H", "Cl", "C", "C", "Cl", "Cl", "C", "Cl", "S", "Cl", "Cl", "Cl", "Cl", "Cl", "Cl", "Cl", "Cl", "Cl", "C", "Cl", "H", "Cl", "H", "N", "H", "Cl", "Cl", "Cl", "H", "Cl", "C", "H", "C", "O", "C", "Cl", "Cl", "C", "C", "C", "Cl", "C", "Cl", "S", "Cl", "C", "Cl", "Cl", "Cl", "Cl", "Cl", "C", "Cl", "C", "C"], "positions_angstrom": [[4.00969, 2.15848, 1.22683], [7.73337, -5.53605, -7.96146], [7.48735, -0.82441, 2.71861], [4.45826, 4.89764, 2.39647], [7.61161, 1.98591, 1.17986], [-7.27948, 2.63672, -3.48655], [-3.97971, -1.91910, -3.51622], [-6.72388, -0.02852, 3.42226], [-1.67206, -0.40174, 3.32548], [-13.62130, -1.84376, 2.38146], [-14.55366, -2.35127, 0.95734], [6.76144, 4.25927, 2.52242], [-8.68689, 2.40583, -4.54683], [11.99669, 0.61973, -6.66294], [1.98543, 0.10507, 1.37743], [-13.71528, -3.69460, 0.15211], [5.44891, 2.57550, 1.61399], [-5.99349, 0.84263, 4.78776], [-10.07035, -0.67006, -0.50699], [10.88614, -2.74285, 2.72735], [10.87210, -4.61575, 0.51124], [-16.17155, -2.88156, 1.46500], [-10.94009, 0.30247, 0.69933], [8.72394, 3.56772, -3.22897], [-6.19547, -0.97905, -5.13388], [-1.08180, 2.02122, 2.29562], [4.56077, 5.94170, 2.86875], [8.37420, -3.81376, 1.75043], [0.28799, -1.49541, 2.64753], [2.10869, 5.20059, 2.08032], [-4.11391, -2.60704, -6.33201], [-5.06876, -2.32453, -4.86060], [2.75541, 3.09985, 1.36602], [-13.02292, -3.85415, 5.00027], [7.39705, -3.90799, -5.58320], [-0.34447, 1.13067, 2.20362], [9.90766, -3.85341, -7.03435], [3.62020, 0.46213, 0.54206], [-13.12753, -1.47701, 6.65918], [13.02002, -0.20672, -4.07708], [-8.56881, -1.29727, 0.20671], [7.24108, 1.65784, -1.62291], [-1.92953, 2.38483, 0.67445], [9.75309, 2.73563, -0.64689], [-6.33938, -1.75859, 3.54939], [-8.48741, 0.18999, 3.45606], [9.86640, -1.92134, 0.13941], [-12.07826, -2.77307, 6.04604], [-6.78290, 1.06940, -2.81480], [6.35985, 0.79912, 0.46654], [-10.74418, -2.06263, 5.11124], [5.27701, 0.02783, 3.07473], [1.41418, 2.66606, 0.94412], [2.44522, -2.11088, 1.80121], [-5.98551, -3.79224, -4.45830], [-4.06851, 2.15170, -1.27623], [10.50899, -1.28204, -5.05531], [0.71211, 3.39432, 1.18041], [-3.57303, 4.69428, 0.03113], [-2.81399, 3.22634, -0.62351], [0.05544, -2.51905, 3.08477], [1.03179, 1.35221, 1.48382], [7.01863, 1.30501, 4.02139], [5.69202, 3.98253, 2.21633], [-11.09414, -2.02755, -1.02130], [9.15648, -6.21429, -5.52582], [-0.67853, -0.28311, 2.77893], [1.64773, -1.29648, 1.93198], [3.00719, 4.50096, 1.96845], [13.00823, -2.07494, -6.29682], [9.99944, -3.27308, 1.28255], [-1.68209, 3.67168, -1.91825], [6.62592, 0.40185, 2.88349], [-5.93923, 3.33088, -4.42357], [6.59913, 1.48007, 1.34868], [-6.07455, 0.61205, 1.89649], [-14.70412, -0.98584, -0.16950], [9.73571, 0.87298, -2.87012], [-11.41794, -3.69706, 7.41230], [-7.70984, 3.73946, -2.16166], [8.54883, -4.87815, -6.52654], [-9.67450, 0.34274, -1.91041], [8.86402, 2.20924, -2.09337], [12.13359, -0.73581, -5.52293]], "forces_ev_per_a": [[-0.630, 2.458, 1.007], [0.117, 0.106, 0.241], [-2.587, 2.823, -0.199], [-0.576, -2.238, -1.175], [-1.356, -0.995, 0.655], [0.128, 0.084, 0.114], [-0.181, -0.033, -0.192], [-0.021, 0.029, -0.011], [1.588, 0.104, -0.900], [-0.186, -0.027, -0.372], [0.035, 0.105, 0.008], [-1.993, -0.285, -0.453], [0.208, -0.004, 0.154], [0.009, -0.231, 0.198], [-2.324, 0.729, 1.225], [-0.275, 0.079, 0.175], [-2.628, 1.308, -0.048], [-0.110, -0.147, -0.223], [-0.023, -0.007, -0.071], [-0.157, -0.087, -0.266], [-0.105, 0.190, 0.091], [0.274, 0.078, -0.077], [0.123, -0.153, -0.192], [0.015, -0.244, 0.219], [0.268, -0.489, -0.174], [2.053, -2.125, 1.108], [0.021, -1.908, -0.875], [0.328, 0.052, -0.109], [1.184, 3.411, -1.489], [1.665, -0.984, -0.049], [-0.143, 0.040, 0.254], [-0.033, -0.008, -0.086], [3.655, 1.471, 1.203], [0.200, 0.093, 0.321], [0.189, -0.131, -0.136], [3.128, -3.067, 0.246], [-0.282, -0.362, -0.025], [-0.983, 0.990, 1.230], [0.168, -0.203, -0.118], [-0.137, -0.106, -0.248], [-0.242, 0.049, -0.182], [0.346, 0.229, -0.602], [-1.229, 0.789, -1.941], [-0.144, -0.072, -0.172], [-0.081, 0.271, -0.039], [0.327, -0.003, 0.038], [0.032, -0.157, 0.110], [-0.018, -0.059, 0.011], [0.167, 0.562, -0.056], [0.261, 0.959, 1.486], [-0.205, -0.100, 0.122], [1.046, 0.361, -0.479], [1.259, -1.050, 1.857], [-1.537, 1.316, 0.326], [0.152, 0.249, -0.055], [0.230, 0.206, 0.138], [0.366, 0.115, -0.064], [0.691, -0.842, -0.261], [0.103, -0.219, -0.094], [-0.230, 0.132, -0.215], [0.168, 1.696, -0.663], [-1.440, -3.462, 1.681], [-1.320, -1.853, -2.577], [-3.562, -1.417, -1.054], [0.263, 0.329, 0.104], [-0.106, 0.235, -0.163], [2.801, 0.539, -1.566], [-2.135, 3.270, 0.334], [2.662, -2.810, -0.587], [-0.148, 0.204, 0.117], [-0.121, 0.030, 0.121], [-0.170, -0.095, 0.258], [3.400, -0.070, 2.233], [-0.234, -0.129, 0.144], [-1.344, 0.734, 0.250], [-0.059, -0.066, 0.265], [0.025, -0.230, 0.170], [-0.245, 0.356, 0.232], [-0.100, 0.167, -0.227], [0.065, -0.187, -0.214], [0.052, -0.023, -0.049], [-0.473, -0.293, 0.376], [0.086, -0.021, -0.102], [0.012, 0.046, 0.028]]}


3.
{"formula": "C24H11F10N2O6STeYb", "method": "ωB97M-V/def2-TZVPD", "charge": -2, "multiplicity": 2, "homo_lumo_gap_ev": 6.43, "e_lumo_ev": 3.650, "symbols": ["C", "H", "O", "C", "N", "F", "H", "F", "O", "C", "C", "C", "C", "C", "C", "H", "F", "H", "C", "O", "C", "C", "F", "C", "C", "O", "O", "C", "H", "H", "C", "O", "C", "H", "F", "C", "C", "S", "Te", "C", "N", "H", "H", "C", "F", "F", "C", "C", "F", "H", "Yb", "C", "C", "F", "F", "H"], "positions_angstrom": [[0.64756, 0.68231, -5.55562], [4.95616, -3.20489, 1.62678], [1.69186, -0.61679, 4.23018], [2.31926, -2.07369, -0.14923], [-1.50194, 4.52341, -2.31233], [2.56396, 4.09391, 1.69658], [-1.55874, 1.38551, 2.49747], [2.39046, 1.37611, 1.02807], [0.61786, -1.43249, -1.66242], [2.01316, 0.58101, -5.31012], [-4.44424, 0.19791, 3.77068], [2.16106, -1.33869, 2.02237], [1.67966, -2.01089, -1.46052], [-1.63234, -0.61399, 0.66027], [-2.41854, 0.74161, 2.60337], [-1.22674, -2.02629, -0.89573], [3.84496, 0.47521, -3.84833], [1.84866, -2.45869, -3.29153], [-1.74044, 4.05191, -1.28752], [2.32196, -2.64019, -2.46473], [1.40446, -0.44939, 3.05277], [3.52726, -2.72589, 0.10297], [0.18756, 4.77061, 1.12168], [1.67236, 0.80881, -2.87523], [-3.32574, 1.02121, 3.58678], [0.57876, 0.34891, 2.53617], [-1.00544, 2.36871, 0.56117], [-2.55814, -0.36389, 1.73298], [-5.17594, 0.44641, 4.53018], [-3.17844, 1.87051, 4.23838], [-1.87674, -1.76569, -0.06523], [2.06536, 0.75461, -1.68592], [2.51026, 0.64081, -4.02463], [3.69356, -1.91889, 3.38708], [0.17336, 0.56901, -6.82292], [4.02546, -2.70469, 1.39378], [-3.67084, -1.22699, 1.97367], [-2.18614, 3.36691, 0.18427], [0.89276, 3.04971, 1.75837], [-0.22174, 0.86971, -4.48282], [1.65016, -1.40279, 0.80327], [-4.64364, -3.07199, 1.41078], [-3.03744, -3.55239, -0.40233], [-4.60194, -0.90839, 2.98567], [2.85236, 0.38131, -6.35522], [-0.54934, 1.14241, -2.13163], [0.29006, 0.96721, -3.21073], [-3.82304, -2.39329, 1.19858], [0.61906, 4.25391, 3.48298], [-5.45614, -1.56529, 3.12338], [0.50506, 0.67141, 0.15747], [3.34046, -1.99979, 2.37068], [-2.93094, -2.65769, 0.20087], [1.21746, 3.01041, -0.30953], [-1.54564, 0.91581, -4.72002], [4.04786, -3.21359, -0.70543]], "forces_ev_per_a": [[0.113, -0.052, 0.012], [0.032, -0.002, 0.001], [0.097, -0.051, 0.159], [0.772, -0.188, 1.137], [-0.010, 0.217, -0.348], [-1.070, -1.323, 0.277], [-0.172, -0.197, 0.024], [-0.279, -0.226, 0.383], [1.321, -0.786, 0.456], [-0.313, -0.053, -0.189], [-0.274, -0.172, 0.004], [-0.198, 0.177, 0.529], [-1.697, 0.652, -1.696], [0.689, 0.050, -0.197], [0.115, 0.344, 0.239], [-0.162, 0.016, 0.125], [-0.268, 0.032, -0.005], [-0.108, 0.162, 0.201], [0.260, -0.066, -0.065], [0.212, -0.078, 0.489], [0.419, -0.461, -0.277], [-0.741, 0.165, -0.456], [0.079, -1.420, 0.375], [-0.632, 0.006, -1.677], [0.161, 0.075, -0.006], [-0.407, -0.010, -0.443], [0.157, -0.047, 0.281], [-0.214, -0.340, -0.201], [-0.034, -0.055, 0.053], [0.063, 0.121, 0.011], [0.117, 0.067, -0.119], [0.144, -0.099, 1.281], [0.023, 0.013, 0.498], [-0.046, 0.020, 0.062], [0.039, 0.063, 0.214], [-0.087, 0.293, 0.392], [0.197, 0.242, 0.039], [-0.433, -0.423, 0.271], [2.156, 7.144, -0.263], [-0.049, 0.001, -0.227], [0.669, 0.096, -0.454], [-0.047, 0.028, 0.006], [-0.038, -0.093, -0.035], [-0.222, -0.009, 0.187], [-0.169, 0.067, 0.260], [0.284, -0.222, -0.529], [0.289, 0.049, 0.540], [-0.036, -0.284, -0.196], [0.111, -1.565, -0.847], [-0.011, -0.007, 0.022], [-0.340, -1.060, -1.338], [-0.056, -0.179, -0.291], [-0.275, -0.078, 0.096], [-0.438, -0.562, 1.166], [0.293, 0.078, 0.124], [0.012, -0.072, -0.053]]}


- Which of these has the lowest charge?
  C24H11F10N2O6STeYb


- Which formula does entry 1 have?
  C23H9Cl2F7MoN2Se


- Look up the charge of the first one.
  0


- Which formula does entry 1 have?
  C23H9Cl2F7MoN2Se